1.
{"formula": "C32H43Cl14NO2", "method": "ωB97M-V/def2-TZVPD", "species": ["Cl", "Cl", "Cl", "Cl", "Cl", "Cl", "Cl", "Cl", "Cl", "Cl", "Cl", "Cl", "Cl", "Cl", "O", "O", "N", "C", "C", "C", "C", "C", "C", "C", "C", "C", "C", "C", "C", "C", "C", "C", "C", "C", "C", "C", "C", "C", "C", "C", "C", "C", "C", "C", "C", "C", "C", "C", "C", "H", "H", "H", "H", "H", "H", "H", "H", "H", "H", "H", "H", "H", "H", "H", "H", "H", "H", "H", "H", "H", "H", "H", "H", "H", "H", "H", "H", "H", "H", "H", "H", "H", "H", "H", "H", "H", "H", "H", "H", "H", "H", "H"], "coordinates": [[6.807, 9.465, -11.761], [5.958, 19.777, -14.730], [15.753, 10.958, -12.621], [15.276, 11.234, -16.869], [12.663, 11.497, -13.040], [9.408, 7.244, -11.460], [4.011, 18.028, -19.339], [12.562, 8.666, -14.815], [9.333, 21.164, -14.891], [5.788, 15.260, -18.095], [17.622, 12.908, -15.414], [10.704, 11.045, -7.425], [10.217, 12.858, -9.802], [12.370, 9.529, -17.869], [8.320, 17.058, -15.470], [8.967, 12.065, -13.319], [5.916, 14.447, -7.045], [11.414, 13.135, -16.648], [13.097, 10.529, -11.625], [8.521, 15.942, -14.998], [9.666, 13.653, -14.959], [8.800, 13.215, -13.760], [9.065, 8.546, -12.767], [6.881, 13.888, -12.361], [4.346, 17.434, -7.922], [5.903, 14.759, -11.970], [12.763, 7.856, -17.426], [11.173, 14.452, -17.240], [16.049, 13.494, -15.555], [15.549, 13.024, -16.827], [4.008, 17.860, -6.455], [7.201, 20.299, -13.390], [8.839, 12.043, -9.002], [5.643, 16.721, -8.345], [10.295, 15.342, -16.653], [7.647, 8.617, -13.031], [5.795, 15.481, -7.568], [7.624, 15.505, -13.895], [10.613, 12.761, -15.569], [4.859, 17.673, -17.840], [13.471, 7.777, -16.033], [9.206, 12.026, -7.487], [7.786, 14.240, -13.320], [8.639, 19.950, -13.782], [6.183, 16.964, -18.167], [9.524, 14.964, -15.510], [14.450, 9.868, -12.057], [5.694, 15.926, -12.582], [6.586, 16.374, -13.493], [8.840, 11.059, -9.471], [4.983, 18.565, -17.227], [4.303, 17.004, -17.183], [13.614, 6.766, -15.652], [13.038, 11.180, -10.752], [7.007, 12.962, -11.819], [15.967, 14.575, -15.440], [6.481, 17.377, -13.881], [14.882, 9.318, -11.221], [9.259, 20.114, -12.901], [10.338, 16.305, -17.142], [13.453, 7.496, -18.189], [12.323, 9.776, -11.474], [5.714, 16.519, -9.414], [16.017, 13.357, -17.754], [4.928, 16.646, -12.336], [8.453, 11.439, -6.961], [8.746, 18.941, -14.181], [14.570, 13.439, -17.070], [15.515, 13.045, -14.718], [4.189, 18.318, -8.540], [7.063, 21.380, -13.360], [7.893, 12.483, -9.320], [4.037, 16.933, -5.882], [14.477, 8.181, -16.142], [11.897, 7.197, -17.500], [7.510, 9.205, -13.939], [10.767, 11.842, -15.022], [3.009, 18.296, -6.434], [9.342, 9.560, -12.479], [9.457, 12.980, -7.025], [14.273, 9.212, -12.910], [6.647, 17.306, -19.092], [6.817, 19.792, -12.505], [3.522, 16.823, -8.291], [6.379, 17.494, -8.124], [4.809, 18.535, -6.155], [9.679, 8.242, -13.615], [12.113, 12.376, -16.967], [11.867, 14.711, -18.025], [5.229, 14.479, -11.174], [7.233, 7.631, -13.239], [6.972, 17.068, -17.422]], "forces_ev_per_angstrom": [[-0.67, 0.19, 0.70], [1.00, 0.34, 0.90], [-0.23, 0.20, 0.25], [0.23, 0.59, -0.07], [-0.92, 0.80, -0.39], [-0.06, 1.35, -0.85], [-0.39, 0.08, 0.01], [-0.14, 0.08, 0.27], [-0.23, -0.25, -0.40], [0.40, -1.39, -0.61], [3.05, -0.40, 0.66], [0.18, -0.25, 0.61], [-0.22, 0.65, -0.81], [-0.25, -0.09, -0.12], [1.36, -1.42, -0.27], [-0.66, 2.98, -0.92], [-0.27, 1.89, -0.86], [-2.22, -0.16, 1.55], [0.99, -0.35, -0.62], [-1.75, 1.55, 0.66], [0.48, -0.73, -0.36], [0.70, -1.48, -0.06], [1.98, -0.62, 1.00], [0.40, -0.94, 1.33], [-2.23, 0.25, -0.99], [-1.20, -2.12, 1.61], [0.85, -0.90, 0.70], [1.49, -2.04, 0.99], [-1.10, 0.47, 1.32], [-2.60, -0.30, -2.52], [1.44, -1.30, -1.44], [-0.65, -0.26, -1.59], [0.62, 0.10, 0.34], [-0.38, 1.12, 1.44], [-0.67, -0.28, 1.04], [-1.23, -0.55, -1.69], [0.80, -1.67, 0.36], [0.64, 0.42, -0.70], [0.29, 0.73, 0.36], [0.96, 0.11, 0.81], [0.01, -0.07, -1.26], [-0.35, -1.18, -1.32], [0.26, -0.68, -0.48], [-0.41, 0.61, 0.68], [0.09, 0.85, 0.81], [1.06, 1.62, -2.57], [-0.44, -0.08, 0.95], [-0.56, 2.70, -0.26], [1.61, -0.42, -1.29], [0.03, -0.23, 0.63], [0.24, 0.34, -0.54], [-0.37, 0.01, -0.45], [-0.38, -0.11, -0.38], [0.69, -0.03, -0.09], [-0.05, -0.24, -0.15], [0.28, 0.06, -0.23], [0.19, -0.12, -0.43], [-0.13, -0.09, -0.09], [-0.13, -0.51, 0.19], [-0.89, 0.40, 0.56], [0.12, 0.09, 0.11], [0.19, -0.21, -0.22], [-0.31, -0.09, 0.08], [1.15, -0.44, 0.42], [-0.41, -0.37, 0.41], [0.01, 0.41, 0.23], [0.01, 0.26, -0.03], [-0.56, -0.01, 0.65], [-0.44, 0.08, -0.14], [0.57, 0.24, -0.17], [0.02, -0.22, 0.29], [0.14, 0.54, 0.54], [-0.09, 0.29, 0.52], [-0.16, 0.40, 0.22], [-0.25, 0.47, 0.25], [-0.05, 0.08, -0.07], [0.04, -0.35, -0.28], [0.28, 0.09, 0.08], [0.71, -0.33, 0.58], [-0.47, -0.05, -0.31], [-0.16, 0.02, 0.36], [-0.47, -0.42, -0.27], [0.36, 0.11, -0.03], [-0.20, -0.36, 0.23], [0.82, -0.64, 0.17], [-0.37, 0.15, 0.52], [-0.26, -0.08, -0.02], [0.37, 0.33, -0.49], [-0.36, 0.41, -0.35], [-0.02, -0.26, 0.12], [-0.33, 0.11, 0.37], [-0.38, 0.47, 0.31]], "charge": 1, "total_energy_ev": -214770.555, "lumo_ev": [-5.62, -8.73], "multiplicity": 2, "homo_ev": [-12.2, -12.2]}

=====

2.
{"formula": "C32H44BN7S3Ti", "method": "ωB97M-V/def2-TZVPD", "species": ["Ti", "S", "S", "S", "N", "N", "N", "N", "N", "N", "N", "C", "C", "C", "C", "C", "C", "C", "C", "C", "C", "C", "C", "C", "C", "C", "C", "C", "C", "C", "C", "C", "C", "C", "C", "C", "C", "C", "C", "C", "C", "C", "C", "B", "H", "H", "H", "H", "H", "H", "H", "H", "H", "H", "H", "H", "H", "H", "H", "H", "H", "H", "H", "H", "H", "H", "H", "H", "H", "H", "H", "H", "H", "H", "H", "H", "H", "H", "H", "H", "H", "H", "H", "H", "H", "H", "H", "H"], "coordinates": [[1.852, 2.933, -0.069], [2.154, 2.280, -2.385], [1.225, 2.765, 2.212], [0.107, 4.355, -0.664], [0.912, 0.356, 1.078], [-0.312, -0.619, -1.614], [0.915, -0.974, 0.930], [3.850, 2.873, 0.264], [0.440, 0.441, -1.542], [-0.899, 1.913, 0.066], [-1.811, 1.030, 0.472], [5.898, 4.088, 0.149], [-3.331, 2.837, 0.657], [-2.493, -2.291, -3.775], [-1.241, -2.518, -2.899], [1.854, 0.940, 4.661], [-0.478, -1.215, -2.821], [1.068, 0.985, -2.622], [1.810, -3.951, 2.975], [-0.310, -3.556, -3.567], [-3.022, 1.473, 0.785], [1.538, 0.264, 3.358], [1.516, -1.094, 3.219], [1.156, -3.224, 1.797], [5.904, 1.683, 0.097], [6.596, 2.892, 0.063], [-3.372, -0.358, 2.437], [-5.314, 1.075, 1.750], [-2.731, 5.199, 0.028], [0.046, -0.640, -3.984], [1.237, 1.007, 2.200], [-1.642, -3.038, -1.523], [1.456, 1.079, -5.156], [4.538, 1.710, 0.204], [-2.410, 3.737, 0.189], [0.853, 0.467, -3.925], [1.212, -1.707, 1.981], [-4.014, 0.427, 1.279], [-1.138, 3.223, -0.105], [-0.334, -3.610, 1.714], [1.882, -3.621, 0.504], [4.527, 4.040, 0.259], [-4.305, -0.525, 0.110], [0.503, 1.223, -0.158], [-4.076, -1.112, 2.792], [-3.769, 5.390, 0.289], [-0.770, -3.317, -0.927], [2.648, 1.677, 4.543], [1.504, -3.073, -0.360], [1.050, 2.079, -5.322], [2.540, 1.173, -5.076], [-0.828, -3.445, 2.676], [-3.028, -3.238, -3.854], [-2.257, -3.929, -1.657], [6.425, 0.737, 0.043], [-5.992, 0.291, 2.089], [-2.460, -0.865, 2.115], [1.743, -4.689, 0.324], [2.857, -3.662, 3.115], [-0.426, -4.670, 1.470], [-5.825, 1.616, 0.949], [3.945, 4.948, 0.349], [-4.982, -1.314, 0.442], [1.760, -1.715, 4.070], [2.957, -3.435, 0.590], [-0.164, -1.098, -4.942], [-3.134, 0.300, 3.278], [-4.319, 3.186, 0.928], [-2.260, -1.967, -4.791], [3.958, 0.796, 0.230], [-2.217, -2.311, -0.957], [-0.861, -3.030, 0.952], [1.272, -3.800, 3.914], [2.160, 0.209, 5.406], [-2.098, 5.811, 0.673], [-5.159, 1.754, 2.594], [-3.167, -1.559, -3.323], [1.795, -5.023, 2.774], [-2.569, 5.531, -1.000], [7.676, 2.899, -0.027], [6.406, 5.042, 0.140], [0.612, -3.694, -2.996], [1.231, 0.470, -6.027], [-0.050, -3.294, -4.596], [-3.382, -0.980, -0.243], [-0.832, -4.514, -3.598], [0.978, 1.471, 5.042], [-4.782, 0.002, -0.722]], "forces_ev_per_angstrom": [[-0.51, 0.82, 1.16], [-0.20, -0.26, -0.31], [-0.01, -0.51, -0.35], [-0.04, -0.34, -0.16], [-0.19, -0.06, -0.77], [-0.10, -0.22, -0.48], [0.06, 0.26, 0.16], [1.03, 0.02, -0.21], [0.03, 0.16, 0.14], [-0.01, -0.47, -0.17], [-0.14, 0.44, 0.18], [0.14, 0.02, 0.09], [-0.21, 0.02, 0.02], [-0.05, -0.03, 0.09], [0.12, 0.08, -0.04], [-0.04, -0.07, -0.14], [-0.07, 0.00, 0.37], [0.16, 0.08, -0.13], [0.01, -0.08, 0.01], [-0.06, 0.01, -0.05], [0.16, -0.31, 0.09], [0.05, 0.18, 0.37], [0.06, -0.24, 0.01], [-0.03, 0.12, 0.03], [0.19, 0.03, 0.10], [0.14, -0.05, -0.03], [0.00, 0.04, 0.00], [-0.07, 0.00, 0.06], [0.04, -0.17, 0.02], [-0.03, -0.14, -0.05], [-0.12, 0.15, 0.24], [0.05, -0.06, -0.07], [-0.08, -0.02, 0.16], [-0.10, 0.27, -0.08], [-0.19, 0.44, -0.06], [0.11, 0.16, -0.07], [0.03, -0.25, 0.00], [0.11, 0.08, -0.01], [0.27, 0.05, -0.13], [-0.03, 0.08, 0.13], [0.08, 0.05, -0.01], [-0.09, -0.25, -0.06], [-0.11, 0.05, -0.05], [-0.18, -0.03, 0.04], [0.03, 0.04, -0.02], [0.00, -0.02, 0.00], [-0.07, 0.05, -0.24], [0.03, 0.00, -0.02], [-0.03, -0.01, 0.02], [0.02, -0.01, 0.02], [0.00, -0.01, 0.05], [0.01, -0.01, -0.06], [-0.01, 0.03, 0.00], [0.03, 0.01, 0.03], [0.00, 0.02, 0.01], [0.01, 0.04, -0.01], [-0.04, 0.02, 0.00], [0.02, 0.07, 0.03], [-0.10, 0.00, -0.04], [0.02, 0.05, 0.03], [0.03, -0.06, 0.05], [-0.11, 0.12, -0.02], [0.04, 0.04, -0.02], [-0.03, -0.01, -0.01], [-0.07, -0.01, -0.03], [0.00, 0.01, 0.03], [-0.02, -0.04, -0.05], [0.03, -0.02, 0.00], [0.06, 0.00, 0.06], [-0.09, -0.09, -0.02], [0.00, 0.00, -0.02], [0.12, -0.05, 0.23], [0.01, -0.01, -0.06], [-0.01, 0.02, -0.02], [0.00, -0.03, 0.00], [0.01, -0.04, -0.06], [0.04, -0.05, -0.01], [0.01, 0.04, 0.02], [0.01, -0.05, 0.03], [-0.05, -0.01, 0.00], [0.00, -0.03, 0.01], [-0.06, 0.02, -0.02], [-0.02, 0.00, 0.01], [-0.03, -0.02, 0.07], [-0.01, 0.01, -0.01], [0.03, 0.03, -0.01], [0.00, -0.01, -0.04], [0.03, -0.04, 0.06]], "charge": 3, "total_energy_ev": -100603.437, "lumo_ev": [-9.40, -12.36], "de_lowest_kj_mol": 39.9, "multiplicity": 2, "homo_ev": [-17.0, -17.0]}